254
Properties=species:S:1:pos:R:3 method="wB97M-V/def2-TZVPD" charge=+6 relative_energy_kcal_mol=230.24 total_energy_ev=-243411.3819 homo_energy_ha=-0.736 e_lumo_ev=-11.6
C 3.23980 -0.64573 -3.37145
C 3.18827 0.84271 -3.21219
C 4.33752 1.40573 -2.42682
N 4.39639 2.96112 -2.28152
C 5.71178 3.29540 -1.49782
C 5.94401 4.81662 -1.42947
C 5.86476 5.43969 -2.82293
C 4.51249 5.25941 -3.45493
C 4.31126 3.72405 -3.63521
C 3.15671 3.37692 -1.43222
H 3.60906 -1.09085 -2.44754
H 4.06561 -0.79010 -4.06808
H 2.25572 -0.93916 -3.73695
H 2.23786 1.23663 -2.85213
H 3.15077 1.24855 -4.22312
H 5.20474 1.07335 -2.99738
H 4.41715 1.06351 -1.39500
H 6.48527 2.82725 -2.10664
H 5.73813 2.83800 -0.50879
H 6.93356 4.89291 -0.97884
H 5.22327 5.34923 -0.80901
H 6.75042 5.16544 -3.39607
H 6.06253 6.50855 -2.74228
H 4.50526 5.65763 -4.46956
H 3.72045 5.70312 -2.85171
H 4.99721 3.13942 -4.24822
H 3.29270 3.55050 -3.98237
H 3.34057 2.85393 -0.49372
H 2.23567 3.06341 -1.92364
H 3.18984 4.43818 -1.18577
C -4.35261 -0.20873 -0.43989
C -4.18204 -0.11179 1.08397
C -3.64703 -1.48891 1.57410
N -3.69254 -1.68015 3.10304
C -2.79304 -2.94065 3.37039
C -2.52538 -3.13903 4.88937
C -2.20164 -1.92682 5.66865
C -3.20449 -0.78795 5.36182
C -3.21920 -0.48514 3.85132
C -5.14937 -1.94828 3.52141
H -5.05142 -0.96570 -0.79595
H -3.34907 -0.30862 -0.85346
H -4.76821 0.72613 -0.81592
H -5.11987 0.18098 1.55605
H -3.41994 0.65538 1.22094
H -2.59142 -1.63886 1.34758
H -4.17194 -2.31112 1.08776
H -1.81757 -2.68524 2.95649
H -3.18449 -3.84495 2.90446
H -1.66157 -3.78031 5.06457
H -3.39873 -3.53574 5.40704
H -1.22035 -1.53732 5.39763
H -2.22379 -2.12597 6.74008
H -2.78363 0.16486 5.68294
H -4.13321 -0.76801 5.93208
H -2.19717 -0.27266 3.53760
H -3.92398 0.31999 3.64362
H -5.39698 -2.84071 2.94665
H -5.81179 -1.12527 3.25315
H -5.13966 -2.15815 4.59097
C -5.85141 -7.01398 -4.51328
C -5.18201 -5.67362 -4.60371
C -3.92628 -5.54050 -3.70240
N -3.33600 -4.11696 -3.58590
C -2.03243 -4.18855 -2.80741
C -1.15894 -2.91957 -2.98654
C -0.86948 -2.52263 -4.43528
C -2.16506 -2.34323 -5.17633
C -3.05280 -3.63364 -5.03178
C -4.29133 -3.13571 -2.81002
H -5.17968 -7.83458 -4.76524
H -6.78381 -7.02943 -5.07763
H -6.29191 -7.39050 -3.59008
H -5.84518 -4.97878 -4.08844
H -4.99113 -5.34857 -5.62646
H -3.14930 -6.20414 -4.08185
H -4.04852 -5.75285 -2.64030
H -1.48038 -5.04123 -3.20272
H -2.20228 -4.44288 -1.76120
H -0.20200 -2.92355 -2.46467
H -1.69211 -2.13000 -2.45700
H -0.30382 -3.29266 -4.95987
H -0.27829 -1.62368 -4.60989
H -1.98092 -2.05488 -6.21124
H -2.60454 -1.41773 -4.80429
H -2.59155 -4.44076 -5.60091
H -4.05799 -3.41338 -5.39120
H -4.44916 -3.59426 -1.83384
H -5.23269 -3.20853 -3.35465
H -3.82428 -2.15209 -2.76043
C 0.85220 0.35246 5.15557
C 1.35780 1.19060 4.05042
C 1.12978 2.66720 4.24434
N 0.92587 3.41795 2.89737
C 0.87081 4.95217 3.35689
C 2.32436 5.54962 3.70139
C 3.41422 5.14853 2.64251
C 3.36082 3.65100 2.38812
C 2.02308 3.11839 1.83076
C -0.47654 3.24029 2.17113
H 1.04405 -0.67196 4.83639
H -0.17781 0.62907 5.38065
H 1.37652 0.40632 6.10966
H 1.01775 0.82585 3.08118
H 2.39782 0.86584 4.01896
H 2.03785 3.08911 4.67504
H 0.25240 2.89368 4.85015
H 0.25656 5.08821 4.24699
H 0.51130 5.59283 2.55165
H 2.67350 5.25811 4.69196
H 2.24274 6.62606 3.85209
H 4.42676 5.33290 3.00149
H 3.06150 5.68947 1.76440
H 3.72491 3.17384 3.29799
H 4.10579 3.43680 1.62180
H 2.01430 2.04944 1.61776
H 1.68856 3.68391 0.96106
H -1.36399 3.47311 2.75962
H -0.41729 2.18746 1.89517
H -0.53739 3.87083 1.28411
C -3.81754 3.36883 1.07579
C -4.25971 4.81759 1.24722
C -3.13899 5.71769 1.60141
N -3.55463 7.23274 1.78784
C -2.40962 8.08661 2.52929
C -1.15382 8.06853 1.65666
C -1.35840 8.72476 0.31472
C -2.61011 8.16401 -0.41317
C -3.88187 7.91184 0.38983
C -4.75832 7.40419 2.71474
H -2.94971 3.30606 0.41925
H -4.64117 2.79226 0.65471
H -3.60736 2.84873 2.01036
H -4.98337 4.81359 2.06233
H -4.71845 5.12713 0.30815
H -2.33874 5.73337 0.86151
H -2.73305 5.48813 2.58661
H -2.24933 7.70176 3.53641
H -2.77839 9.11091 2.58344
H -0.86416 7.04911 1.40171
H -0.40108 8.55855 2.27420
H -0.44964 8.54474 -0.25959
H -1.50773 9.79369 0.46696
H -2.35603 7.27908 -0.99665
H -2.73858 8.83298 -1.26410
H -4.70151 7.44749 -0.15851
H -4.28126 8.83708 0.80519
H -5.64042 7.18678 2.11246
H -4.80634 8.42203 3.10177
H -4.69857 6.78494 3.60976
C 6.21884 -2.98898 7.62818
C 5.38061 -2.35875 6.50667
C 5.21722 -3.23899 5.20144
N 4.63715 -2.43753 3.93675
C 5.25678 -1.06009 3.74907
C 4.78188 -0.36726 2.42406
C 4.90596 -1.20865 1.13365
C 4.45714 -2.61090 1.31801
C 5.03884 -3.27531 2.61862
C 3.13028 -2.23884 4.10272
H 5.66700 -3.83332 8.04130
H 6.51217 -2.25328 8.37705
H 7.15437 -3.37819 7.22644
H 5.97027 -1.45717 6.34068
H 4.35299 -2.11745 6.77844
H 4.53825 -4.07977 5.34347
H 6.18529 -3.56703 4.82285
H 6.31126 -1.33595 3.74137
H 5.18462 -0.47605 4.66656
H 5.43944 0.49594 2.32116
H 3.75386 -0.02138 2.53192
H 5.94712 -1.37396 0.85660
H 4.46102 -0.86653 0.19926
H 4.79404 -3.18966 0.45800
H 3.40048 -2.87457 1.36329
H 6.12056 -3.40439 2.58226
H 4.61484 -4.25923 2.81919
H 2.69633 -1.96355 3.14147
H 2.96518 -1.60530 4.97420
H 2.70483 -3.21703 4.32685
C 4.96474 -6.22846 -1.54552
C 3.87335 -6.67037 -0.58598
C 2.40743 -6.79340 -1.23571
N 1.27376 -6.98398 -0.18189
C 1.08882 -5.65854 0.69775
C -0.12367 -5.74395 1.62247
C -1.41769 -5.92812 0.81157
C -1.34203 -7.18875 -0.06928
C -0.09152 -7.28821 -0.94329
C 1.51399 -8.19177 0.70015
H 5.94413 -6.10581 -1.08308
H 4.69093 -5.26967 -1.98580
H 4.97721 -6.82333 -2.45880
H 3.65934 -5.87328 0.12602
H 4.19300 -7.50264 0.04112
H 2.21179 -7.61643 -1.92306
H 2.24493 -5.86627 -1.78536
H 0.88095 -4.85657 -0.01058
H 2.01964 -5.54856 1.25416
H -0.14929 -4.78959 2.14844
H 0.09653 -6.43009 2.44029
H -1.55847 -5.10009 0.11684
H -2.26870 -6.03578 1.48409
H -2.04389 -7.06463 -0.89396
H -1.70673 -8.03779 0.50884
H -0.19543 -6.44241 -1.62293
H -0.10163 -8.25851 -1.43979
H 1.60075 -9.08009 0.07448
H 0.69210 -8.29874 1.40807
H 2.38084 -7.93154 1.30758
C 0.71407 3.01205 -5.86894
C -0.18497 2.52600 -4.73553
C -1.07574 3.69464 -4.26811
N -2.38914 3.33054 -3.51391
C -3.03014 4.64897 -2.96696
C -4.48622 4.52427 -2.44432
C -5.31742 3.61531 -3.38263
C -4.71303 2.27591 -3.84357
C -3.34730 2.47888 -4.48270
C -2.11895 2.48916 -2.27311
H 1.42867 2.24155 -6.15838
H 1.34636 3.87527 -5.66121
H 0.11897 3.26223 -6.74721
H 0.41448 2.17422 -3.89588
H -0.76116 1.62798 -4.95842
H -1.40769 4.23869 -5.15236
H -0.47235 4.31271 -3.60327
H -3.09535 5.36564 -3.78564
H -2.37659 5.10874 -2.22562
H -5.00638 5.48197 -2.46306
H -4.56407 4.04277 -1.46954
H -5.46376 4.11024 -4.34269
H -6.38975 3.59712 -3.18805
H -5.38328 1.90271 -4.61790
H -4.77754 1.48984 -3.09122
H -3.34077 2.95210 -5.46460
H -2.89246 1.50595 -4.66875
H -1.56811 3.16174 -1.61561
H -1.47997 1.64498 -2.53224
H -3.03550 2.13725 -1.79961
As 0.91480 -6.70576 -5.11701
F 2.67593 -6.79474 -4.86504
F 0.62186 -8.20263 -4.03266
F -0.86543 -6.64249 -5.35241
F 1.03417 -5.15530 -6.06804
F 1.11051 -7.72701 -6.62759
F 0.64866 -5.74847 -3.62966
As 0.34790 -0.87033 -0.02822
F -1.04238 0.29936 0.30155
F 1.50214 0.49375 -0.15939
F 1.68633 -1.93699 -0.60876
F -0.77951 -2.25826 0.11905
F 0.01423 -0.63004 -1.75465
F 0.85080 -1.05815 1.70694